(1)
H14NO10 | the ωB97M-V functional and the def2-TZVPD basis

Computed properties:
- Maximum force: 5.2 eV/A
- Relative energy (zero: lowest compared OMol25 entry of this formula, charge and spin): 32.0 kcal/mol
- Charge: -1
- E_LUMO: 2.99 eV
- Orbital gap: 9.54 eV
- E: -22191.0578 eV

Cartesian coordinates (Å):
N1 -0.1667 0.7099 1.1899
O1 -0.1497 -0.4021 1.7459
O2 0.8203 1.0309 0.4739
O3 -1.2367 1.1999 0.8509
O4 0.0903 -0.4731 -1.7771
H1 0.1323 -0.1791 -2.6961
H2 0.1743 0.2149 -1.1271
O5 -0.3107 2.3929 -1.7811
H3 -1.2327 2.6169 -1.9141
H4 -0.1197 2.2999 -0.8581
O6 -2.0847 -2.6711 0.0809
H5 -2.0527 -1.8471 0.5769
H6 -1.2107 -2.9221 -0.1541
O7 3.3503 2.2739 -0.5121
H7 2.5623 2.1389 0.0099
H8 4.0893 1.7299 -0.1721
O8 2.8183 -0.8701 1.4059
H9 2.2803 -1.5841 1.6469
H10 2.1373 -0.3321 0.9819
O9 -4.1717 0.7919 -0.6191
H11 -3.6527 1.3999 -0.1081
H12 -4.4647 1.2669 -1.4291
O10 0.9413 -3.2631 1.5759
H13 0.5573 -2.5381 1.9809
H14 0.9003 -2.9851 0.6279

=====

(2)
C12H10 | the ωB97M-V functional and the def2-TZVPD basis

Computed properties:
- Maximum force: 8.5 eV/A
- <S²>: 2.03
- 2S+1: 3
- Relative energy (zero: lowest compared OMol25 entry of this formula, charge and spin): 32.8 kcal/mol
- Charge: 0
- E_LUMO (spin up / spin down): 0.94 / -2.50 eV
- Orbital gap (spin up / spin down): 5.81 / 6.66 eV
- E: -12598.0133 eV

Cartesian coordinates (Å):
C1 0.0187 3.8303 -1.2370
C2 0.0078 2.6899 -0.7918
C3 2.4007 -0.6515 1.8736
C4 1.9104 -1.9746 1.8604
C5 1.7694 0.3326 1.1276
C6 0.7692 -2.2495 1.1503
C7 0.7037 0.0952 0.3314
C8 0.1843 -1.2960 0.3507
C9 -0.1666 0.8544 -0.4643
C10 -1.1829 0.1618 -0.9392
C11 -1.0814 -1.2733 -0.4686
C12 -2.3302 0.6862 -1.6926
H1 0.0786 4.8291 -1.5327
H2 3.2349 -0.4210 2.4790
H3 2.3610 -2.7850 2.4004
H4 2.2174 1.2514 0.9976
H5 0.0657 -3.1801 1.2428
H6 -1.0281 -1.8206 -1.4677
H7 -1.9868 -1.6146 0.2572
H8 -2.3300 0.7104 -2.7862
H9 -2.4165 1.6566 -1.3519
H10 -3.1992 0.1685 -1.3391

=====

(3)
C36H29ClEuN8O10S2 | the ωB97M-V functional and the def2-TZVPD basis

Computed properties:
- Maximum force: 0.6 eV/A
- <S²>: 12.01
- 2S+1: 7
- Charge: -1
- E_LUMO (spin up / spin down): 2.06 / 2.06 eV
- Orbital gap (spin up / spin down): 7.67 / 7.68 eV
- E: -123727.7496 eV

Cartesian coordinates (Å):
Eu1 -0.5404 0.0311 -0.2413
O1 2.5583 -2.1850 1.9637
C1 1.7275 -1.3150 1.6861
N1 1.6071 -0.6305 0.5469
C2 2.6536 -0.9409 -0.3807
O2 4.2656 0.3146 1.2264
C3 2.3206 -0.6032 -1.8307
C4 3.3059 -0.3909 -2.7968
C5 2.9341 -0.2563 -4.1209
C6 1.5963 -0.3551 -4.4643
C7 0.6738 -0.5202 -3.4481
N2 1.0293 -0.6062 -2.1623
C8 0.7543 -0.8687 2.7593
C9 1.0333 -1.1274 4.0940
C10 0.1739 -0.6293 5.0556
C11 -0.9378 0.0977 4.6564
C12 -1.1546 0.2830 3.3007
N3 -0.3287 -0.1945 2.3740
H1 4.3480 -0.3400 -2.5247
H2 3.6899 -0.0928 -4.8789
H3 1.2597 -0.2960 -5.4890
H4 -0.3836 -0.6042 -3.6619
H5 1.9167 -1.7009 4.3320
H6 0.3695 -0.7987 6.1068
H7 -1.6294 0.5147 5.3743
H8 -2.0129 0.8330 2.9344
O3 1.0064 5.7983 2.2385
C13 2.2024 5.2520 2.1175
O4 3.1857 5.7594 2.6008
C14 2.2997 3.9611 1.3676
C15 3.4832 3.2987 1.1377
Cl1 5.0180 3.5988 1.8097
N4 3.2387 2.2273 0.3296
N5 1.9103 2.1061 0.1155
C16 1.3406 3.1274 0.7293
C17 -0.1621 3.1990 0.8315
O5 -0.6800 4.2824 1.1467
O6 -0.7998 2.1317 0.6318
C18 4.2360 1.1858 0.1237
C19 4.0052 -0.3188 -0.0209
C20 5.1738 -1.1079 -0.4589
C21 6.3643 -0.5505 -0.7051
C22 6.4988 0.8851 -0.7780
C23 5.4839 1.7017 -0.4658
H9 0.2999 5.2724 1.7393
H10 2.8324 -2.0314 -0.3737
H11 5.0175 -2.1729 -0.5633
H12 7.2102 -1.1685 -0.9755
H13 7.4089 1.3023 -1.1869
H14 5.5445 2.7552 -0.6852
N6 -0.6046 2.3782 -2.2102
C24 -1.4653 2.5030 -3.3904
C25 -2.7744 1.7474 -3.1641
C26 -2.4486 0.2580 -3.0869
O7 -2.4760 -0.4090 -4.1203
O8 -2.0501 -0.1593 -1.9459
H15 -1.0432 2.8791 -1.4415
H16 0.2968 2.8193 -2.3672
H17 -0.9466 2.0668 -4.2491
H18 -1.6793 3.5530 -3.6355
H19 -3.4473 1.9261 -4.0040
H20 -3.2424 2.0969 -2.2399
O9 -4.6759 -3.9267 0.8531
C27 -3.5714 -4.6449 0.5819
C28 -3.7013 -6.0344 0.5451
C29 -2.6050 -6.8347 0.2951
C30 -1.3533 -6.2693 0.0729
C31 -1.2242 -4.8942 0.1006
C32 -2.3139 -4.0606 0.3476
C33 -2.0794 -2.5895 0.3490
O10 -0.9129 -2.1740 0.0637
N7 -3.1148 -1.8375 0.6590
N8 -2.8398 -0.4721 0.7055
C34 -3.8947 0.2372 0.7732
S1 -3.8302 1.9981 0.8809
C35 -5.5689 2.1603 1.3596
C36 -6.3639 1.1203 0.5973
S2 -5.5109 -0.4659 0.7748
H21 -4.3915 -2.9759 0.8854
H22 -4.6806 -6.4566 0.7228
H23 -2.7261 -7.9108 0.2734
H24 -0.4922 -6.8943 -0.1178
H25 -0.2671 -4.4211 -0.0715
H26 -5.8804 3.1749 1.1116
H27 -5.6700 2.0104 2.4363
H28 -6.4285 1.3812 -0.4603
H29 -7.3710 1.0075 0.9984

=====

(4)
CHAuF3NO5S2 | the ωB97M-V functional and the def2-TZVPD basis

Computed properties:
- Maximum force: 12.0 eV/A
- <S²>: 2.01
- 2S+1: 3
- Relative energy (zero: lowest compared OMol25 entry of this formula, charge and spin): 0.0 kcal/mol
- Charge: 0
- E_LUMO (spin up / spin down): -1.91 / -3.79 eV
- Orbital gap (spin up / spin down): 7.90 / 5.94 eV
- E: -46284.6642 eV

Cartesian coordinates (Å):
O1 1.7112 -0.6249 -0.2497
Au1 1.0862 -0.8903 -1.9148
H1 -0.3268 1.0618 -2.1630
N1 -0.6887 -1.1480 0.6739
S1 -1.5613 -1.0638 -0.7771
O2 -0.5707 -1.7484 -1.7742
O3 -2.7081 -1.9851 -0.5382
S2 0.6741 -0.3644 0.8398
O4 0.7622 0.7910 -2.2410
O5 1.3597 -0.7688 2.0840
C1 0.1676 1.3600 1.3988
F1 -0.4830 2.0379 0.4569
F2 -0.6596 1.2824 2.4399
F3 1.2373 2.0605 1.7646

=====

Q: What is the E in the first record?
A: -22191.0578 eV